Record 1
Density functional theory data (ωB97M-V with the def2-TZVPD basis set) for a structure of composition C13H24AgN6NbO at a distorted geometry.

The HOMO energy (alpha / beta) is -0.5745 / -0.5745 Eh. The total energy comes out at -1116.8432 a.u. As for the LUMO energy (alpha / beta): -9.3579 / -9.3584 eV. The HOMO-LUMO gap (alpha / beta) is 6.28 / 6.27 eV.

Geometry as ORCA input:
```
! RIJCOSX wB97M-V def2-TZVPD def2/J DEFGRID3
* xyz 2 1
Ag 1.22778 0.68996 -2.11039
Nb 0.11840 -0.09859 0.33056
O 4.16418 -1.20758 1.49445
N 2.07402 -0.44591 0.62723
N -0.62588 -1.60033 -0.73264
N 0.02587 0.74885 6.86673
N -0.20514 -0.09307 2.29723
N -0.21126 1.70640 -0.51026
N -0.35025 -0.40130 4.69023
C 3.11961 -0.81701 1.10086
C -0.15740 3.94650 0.52196
C -0.12976 0.26851 5.80819
C -0.42790 -3.00590 -0.37418
C -1.70131 -3.78950 -0.70565
C 0.05756 3.63681 -1.95669
C 0.39410 3.04804 -0.58038
C -1.68557 1.64979 -0.63904
C 1.90794 2.90534 -0.40686
C -1.09013 -1.36438 -2.11245
C 0.75777 -3.55022 -1.17375
C -0.21897 -0.06802 3.49469
C -0.13102 -3.13179 1.11365
H 0.34050 4.92408 0.44859
H 2.15761 2.39472 0.53587
H 0.88136 -4.61526 -0.92936
H 0.60241 4.58282 -2.07733
H 1.67948 -3.01156 -0.90993
H -2.18802 -1.40219 -2.14773
H -0.97880 -2.78844 1.72312
H 0.59242 -3.45629 -2.25345
H -1.99516 1.71317 -1.68901
H 0.04955 3.52185 1.51282
H -1.23395 4.11305 0.41432
H 0.03938 -4.19712 1.32625
H 2.39667 2.35530 -1.24530
H -1.58193 -4.81398 -0.32471
H 0.36609 2.96439 -2.77319
H -2.06943 0.69876 -0.21818
H 2.34553 3.91651 -0.41201
H -2.16757 2.46687 -0.09060
H -1.87856 -3.84132 -1.78678
H -1.01944 3.82793 -2.04853
H -2.57255 -3.32457 -0.22493
H -0.79385 -0.36249 -2.47895
H 0.77784 -2.57719 1.40097
H -0.66225 -2.11564 -2.79545
*
```

***

Record 2
Density functional theory data (ωB97M-V with the def2-TZVPD basis set) for a cluster of 4 separate species, C19H39Cl2N7OP in total at a distorted geometry.

The HOMO energy is -0.4311 Eh. The total energy comes out at -2467.1611 a.u. As for the LUMO energy: -5.3046 eV. The HOMO-LUMO gap is 6.43 eV.

Geometry as ORCA input:
```
! RIJCOSX wB97M-V def2-TZVPD def2/J DEFGRID3
* xyz 1 1
Cl 4.28265 -1.59839 -1.64798
Cl 0.83223 3.19139 0.50575
P -0.93005 2.05577 0.84156
O -2.27470 3.08141 0.33042
N -3.33224 -3.38019 -3.36119
N 1.96835 -2.63245 3.50492
N 0.57580 -0.74495 1.12185
N -5.42172 0.61529 -0.44151
N 3.05409 9.76192 2.70312
N 1.05107 -0.69728 -1.30812
N -1.03737 0.60819 -0.19193
C -3.19889 -0.76179 -0.92431
C 1.79751 7.01311 0.75004
C -1.16821 -5.12678 -3.34246
C -2.26525 -0.13854 0.29328
C 2.63390 8.24783 0.40858
C 3.65197 0.15207 0.59398
C 2.10300 0.31804 -1.69387
C 2.86354 9.07537 1.66274
C 0.13246 -4.34009 -3.51577
C -0.37498 -3.78795 2.55227
C 0.18908 -3.56994 -4.83133
C 0.20230 -0.25619 -0.13649
C -2.35100 -4.17210 -3.35270
C 2.47316 6.10268 1.77065
C 3.59392 0.04293 -1.04165
C 0.90582 -3.15637 3.07300
C -4.22455 0.48459 -1.36191
C -1.40001 -3.88607 3.68380
C -0.91757 -4.74518 4.84837
H -2.00760 3.45892 -0.56412
H 3.60180 7.95296 -0.01103
H -0.68211 -5.76219 4.51452
H 0.08520 -4.24684 -5.68704
H -0.77286 -3.17420 1.73725
H 1.03961 -1.70130 1.11914
H -2.97554 0.62627 0.86947
H 0.25319 -3.63326 -2.68570
H -6.09231 1.35424 -0.78117
H -3.80446 -1.66208 -0.44555
H 3.41831 -0.93764 1.01982
H 2.11353 8.85987 -0.33564
H -4.58305 0.36817 -2.47350
H 4.72098 0.43246 1.00446
H -1.28705 -5.85670 -4.15051
H -5.12747 0.81686 0.55298
H 2.62060 6.60962 2.72942
H 2.24951 0.21441 -2.87447
H -2.58373 -1.18386 -1.82586
H -1.69219 -4.81023 5.61895
H -0.60038 -2.81423 -4.89162
H -2.32926 -4.31157 3.28931
H 0.41993 -0.76165 -2.16259
H 1.85360 5.22087 1.96206
H 3.44908 5.76155 1.40674
H 4.34451 0.86859 -1.45612
H 0.82089 7.32215 1.14235
H -2.04902 -1.00954 1.04405
H 0.45184 -0.19326 2.01470
H -3.56916 1.45943 -1.27362
H 1.14617 -3.04712 -4.92464
H -1.15403 -5.67133 -2.39245
H 1.61055 6.44260 -0.16633
H 0.97908 -5.03407 -3.47349
H 2.79862 0.84616 1.05572
H -1.63815 -2.88288 4.05811
H -0.02539 -4.32196 5.32045
H 1.73183 1.42606 -1.52733
H -0.14939 -4.78157 2.15016
*
```

***

Record 3
Density functional theory data (ωB97M-V with the def2-TZVPD basis set) for a structure of composition C23H23PReSb at a distorted geometry.

The HOMO energy (alpha / beta) is -0.3866 / -0.3903 Eh. The total energy comes out at -1549.5137 a.u. As for the LUMO energy (alpha / beta): -3.9344 / -4.7349 eV. The HOMO-LUMO gap (alpha / beta) is 6.59 / 5.89 eV.

Geometry as ORCA input:
```
! RIJCOSX wB97M-V def2-TZVPD def2/J DEFGRID3
* xyz 1 4
Re 1.68651 1.49770 -0.68453
Sb -0.45053 0.53556 -0.01060
P 0.30681 2.81167 -2.06059
C -0.80204 3.79142 3.68223
C 4.47866 -0.74809 1.49229
C -1.80573 -3.55314 1.07495
C 3.12300 0.09488 -0.34875
C -1.31557 -2.15836 -3.73261
C -3.70084 -2.25995 0.26477
C -3.18041 -3.43816 0.82224
C 0.75435 -1.13694 -3.81889
C -0.25613 -0.22704 -4.43227
C -0.94167 -2.48586 0.78568
C -1.51002 1.69682 2.68523
C 0.25469 3.88523 2.77136
C 4.39465 -0.36107 0.14506
C -1.67349 2.69311 3.65484
C 3.35671 -0.86161 2.32155
C -1.48493 -1.30050 0.28432
C 0.07670 -2.33262 -3.46649
C -0.46552 1.83015 1.76940
C -2.84641 -1.19125 -0.01847
C -1.50174 -0.88181 -4.35564
C 2.02242 0.02432 0.57538
C 0.43979 2.87490 1.80916
C 2.06894 -0.56851 1.84707
H -4.76654 -2.16464 0.05084
H 0.53146 -3.21460 -3.02533
H 1.27950 2.92507 1.06261
H -0.95070 4.58266 4.42136
H -3.85251 -4.26650 1.05391
H -0.99985 3.09500 -1.59107
H -3.24779 -0.27190 -0.45427
H 3.49234 -1.19064 3.35666
H -2.08995 -2.89815 -3.54311
H -2.48942 2.61901 4.37740
H -1.40551 -4.47598 1.49954
H -0.08289 2.29186 -3.32452
H 0.68138 4.15946 -2.39776
H -2.45784 -0.50065 -4.72472
H 5.45475 -0.98995 1.91545
H 1.81232 -0.94074 -3.72084
H 5.27752 -0.33084 -0.50164
H 0.93036 4.74338 2.79664
H 2.82785 0.27787 -1.47866
H 0.13163 -2.58393 0.96462
H -0.06361 0.75869 -4.84447
H 1.14489 -0.69384 2.41475
H -2.18556 0.83851 2.63594
*
```

***

Record 4
Density functional theory data (ωB97M-V with the def2-TZVPD basis set) for a structure of composition C30H30LuN2O5P2.

The HOMO energy is -0.4126 Eh. The total energy comes out at -3565.1142 a.u. As for the LUMO energy: -2.4703 eV. The HOMO-LUMO gap is 8.76 eV.

Geometry as ORCA input:
```
! RIJCOSX wB97M-V def2-TZVPD def2/J DEFGRID3
* xyz 1 1
Lu 0.16249 0.43312 1.45968
P -1.57336 0.74579 -0.86780
P 0.84446 -0.65090 -1.15167
O 2.01522 1.20781 2.49990
O 0.14232 2.23380 2.86761
O -1.83003 0.48766 2.64857
O 1.92935 -1.40873 2.06149
O -0.69434 -1.34352 2.39654
N 0.58092 -0.24793 4.65830
N -0.38270 0.22962 -1.97188
C 1.46635 -1.39525 4.49453
C 3.42036 0.20117 -0.52131
C -2.81313 -0.56162 -0.73046
C 1.44696 -3.14498 -2.10210
C -4.29493 3.41631 -2.34412
C -3.80242 -0.45689 0.24771
C 4.37202 1.11872 -0.12356
C -4.74094 -1.46403 0.39736
C 2.50612 -1.38761 3.38600
C -3.69160 -2.71430 -1.36602
C 1.96132 -4.05284 -3.01843
C 1.54959 -1.77761 -2.34952
C -3.49295 4.34088 -2.99289
C 4.04356 2.46903 -0.01325
C -3.72554 2.31948 -1.71304
C -2.11574 4.16778 -3.01549
C 1.80216 1.97139 -0.72018
C -0.85738 -0.49495 4.63711
C -1.54191 3.07839 -2.38278
C -1.28438 -0.51431 3.17425
C 2.11886 0.62075 -0.83256
C -4.68720 -2.59294 -0.40984
C -2.75548 -1.70264 -1.52619
C 2.17022 -1.31937 -3.51418
C 2.57031 -3.59363 -4.17543
C 1.16997 1.66656 3.33268
C 2.76451 2.89359 -0.30985
C 2.67465 -2.22874 -4.42553
C 1.13630 1.09696 4.74989
C -2.34404 2.14404 -1.72480
H -0.46958 2.94620 -2.43179
H 0.81111 2.32563 -0.97458
H 2.04982 -1.53531 5.41617
H 3.10245 -2.29514 3.51226
H -4.36781 1.59929 -1.22531
H 2.97073 -4.30110 -4.88935
H 1.88462 -5.11435 -2.82650
H 3.16178 -0.52256 3.47830
H -1.37982 0.29907 5.16726
H -5.36918 3.54165 -2.33265
H 0.51750 1.71717 5.39684
H 2.66110 -1.45318 1.43126
H 3.15551 -1.87909 -5.32899
H 2.49883 3.93874 -0.22683
H 4.79508 3.18009 0.30159
H -3.83171 0.39574 0.91554
H 5.37927 0.78999 0.09552
H -1.98248 -1.81677 -2.27703
H 0.96549 -3.49998 -1.19855
H -0.65396 -0.04326 -2.91075
H 2.14370 1.03414 5.16352
H 2.26615 -0.25583 -3.70041
H -5.50793 -1.37125 1.15440
H -3.93925 5.19250 -3.48856
H -1.07150 -1.44850 5.12024
H 3.69802 -0.84360 -0.62718
H -5.41859 -3.37998 -0.28431
H -3.63869 -3.59615 -1.99028
H -1.48534 4.88020 -3.53052
H 0.83473 -2.27443 4.38194
*
```

***

Record 5
Density functional theory data (ωB97M-V with the def2-TZVPD basis set) for a cluster of 4 separate species, C5H15NO5 in total.

The HOMO energy is -0.3601 Eh. The total energy comes out at -630.4716 a.u. As for the LUMO energy: 0.6086 eV. The SMILES is CCN(C=O)CC=O.O.O.O. The HOMO-LUMO gap is 10.41 eV.

Geometry as ORCA input:
```
! RIJCOSX wB97M-V def2-TZVPD def2/J DEFGRID3
* xyz 0 1
O -0.88617 2.68435 1.93472
O 3.21832 1.62007 -0.21361
O 0.57217 -0.78954 1.66037
O 1.74963 -3.01475 0.53915
O -0.88487 -2.86980 -0.35655
N -0.07261 0.16511 -0.28674
C -1.15888 0.35752 -1.24921
C 2.13200 1.24707 0.13299
C -1.83417 1.71066 -1.07058
C -0.31723 -0.49062 0.86363
C 1.31061 0.30435 -0.72646
H -0.53050 1.89500 1.49486
H -2.59191 1.87705 -1.83251
H -0.48205 2.67949 2.81102
H -1.11712 2.53103 -1.10655
H -1.87630 -0.45219 -1.12119
H 1.55233 -2.16363 0.98108
H -1.37308 -0.64736 1.08817
H 1.92720 -3.63854 1.25085
H -0.77169 0.26421 -2.26168
H -1.13293 -3.62007 -0.91468
H 0.06007 -2.99738 -0.13151
H 1.32668 0.66460 -1.75073
H 1.68223 1.57248 1.08658
H -2.30616 1.77837 -0.08942
H 1.80444 -0.66747 -0.73200
*
```

***

Record 6
Density functional theory data (ωB97M-V with the def2-TZVPD basis set) for a structure of composition C10H7N3O3PdS2.

The HOMO energy is -0.2799 Eh. The total energy comes out at -1699.4067 a.u. As for the LUMO energy: -0.7233 eV. The HOMO-LUMO gap is 6.89 eV.

Geometry as ORCA input:
```
! RIJCOSX wB97M-V def2-TZVPD def2/J DEFGRID3
* xyz 0 1
Pd -1.65911 0.00946 -0.84589
S -4.93776 -0.82576 -2.95491
S -5.54110 1.19702 -2.51381
O -3.35075 -0.70261 -3.13010
O -0.25539 -1.36780 -0.88077
O -2.66189 -1.27659 -1.98567
N -3.25304 1.27233 -0.90834
N 1.06676 1.87338 1.62455
N -0.56396 1.16652 0.37906
C 1.39767 -0.35506 0.58203
C 1.70000 -2.51936 -0.45142
C 0.88839 -1.37378 -0.25830
C -0.90679 2.40585 0.87942
C 3.42667 -1.63685 0.97587
C 0.10258 2.85670 1.65651
C 2.92648 -2.64697 0.14431
C 2.66030 -0.51787 1.17923
C 0.63899 0.85435 0.84075
C -4.26825 1.36246 -1.44142
H -1.84613 2.86954 0.64198
H 3.05532 0.25723 1.82618
H 3.51353 -3.53998 -0.03106
H 1.94876 1.89958 2.10112
H 4.39380 -1.73504 1.44834
H 0.22367 3.76447 2.21815
H 1.30125 -3.29122 -1.09584
*
```